--- A ---
The following is a quantum chemistry calculation of CH2O2S2 in the gas phase, from the OMol25 dataset.

Each line ends with the Mulliken charge.
Atoms and positions in Å:
H 0.0312 0.3118 1.0727  0.355
H -0.2571 -0.4003 -0.7580  0.362
O 1.7684 2.2750 0.5198  -0.449
S 1.6926 -1.2035 0.4660  0.369
S 1.7367 1.2178 -0.4840  0.391
O 1.9232 -2.2059 -0.5551  -0.441
C 0.3087 0.0414 0.0730  -0.586

Calculated values
- HOMO energy (spin up / spin down): -8.9 / -9.0 eV
- Kohn-Sham gap (spin up / spin down): 7.744 / 7.925 eV
- SMILES string: O=S1#S(=O)C1

***

--- B ---
The following is a quantum chemistry calculation of CH2O2S2 in the gas phase, from the OMol25 dataset.

Each line ends with the Mulliken charge.
Atoms and positions in Å:
C -1.5119 -0.2216 0.2850  0.192
H 1.9561 1.7654 0.3337  0.147
S 0.3673 -0.1112 -0.8197  0.409
O 0.6265 -1.4921 -0.7720  -0.439
O -1.8407 0.6177 1.0656  -0.345
H -2.0445 -1.1336 -0.2184  0.283
S 2.4473 0.5753 0.1257  -0.246

Calculated values
- HOMO energy (spin up / spin down): -8.8 / -8.8 eV
- Kohn-Sham gap (spin up / spin down): 7.409 / 7.409 eV

***

Which structure wins on stability? A wins.

***

--- A ---
The following is a quantum chemistry calculation of 4 unconnected molecules or ions with the total composition CH10O4, from the OMol25 dataset.

Each line ends with the Mulliken charge.
Atoms and positions in Å:
O -0.3053 0.5312 -0.2568  -0.512
O 2.3892 -1.5504 -1.0808  -0.623
H -0.4371 3.7657 0.4346  0.304
H 0.0872 -0.2042 0.2194  0.413
H 1.7213 -1.2905 -0.4463  0.337
H -2.2087 -0.1952 -0.0874  0.306
H 1.3928 -1.7946 1.8856  0.278
O 0.7291 -1.4415 1.2931  -0.658
H -0.6473 2.3278 0.0104  0.360
C -1.4880 0.0277 -0.8742  -0.695
H -0.0926 -1.5228 1.7774  0.271
H -2.0068 0.8387 -1.3853  0.262
O -0.9751 2.9946 0.6138  -0.624
H -1.3420 -0.8193 -1.5446  0.295
H 3.1832 -1.6672 -0.5591  0.285

Calculated values
- HOMO energy: -10.5 eV
- Kohn-Sham gap: 10.578 eV
- SMILES string: CO.O.O.O

***

--- B ---
The following is a quantum chemistry calculation of 4 unconnected molecules or ions with the total composition CH10O4, from the OMol25 dataset.

Each line ends with the Mulliken charge.
Atoms and positions in Å:
H 0.4993 -0.7072 0.2025  0.293
O 2.1351 1.3749 0.7607  -0.649
O 0.1256 3.0230 -0.5187  -0.638
O -1.8468 -1.5747 -2.0309  -0.666
H 2.3592 0.6972 1.4064  0.316
H -0.5803 2.3712 -0.5136  0.301
C -0.3882 -1.0601 0.7327  -0.668
H -1.4548 -0.6975 -2.0892  0.323
H -0.1184 -0.9304 1.7942  0.310
O -0.6705 -2.4122 0.4986  -0.556
H -2.0993 -1.6760 -1.1055  0.347
H 0.8976 2.5431 -0.1859  0.384
H -0.4929 -2.6072 -0.4284  0.361
H 2.8618 2.0066 0.8077  0.287
H -1.2274 -0.3507 0.6695  0.255

Calculated values
- HOMO energy: -10.9 eV
- Kohn-Sham gap: 11.131 eV
- SMILES string: CO.O.O.O

***

Which structure wins on stability? A wins.

***

--- A ---
The following is a quantum chemistry calculation of 2 unconnected molecules or ions with the total composition C4H8BrNS, from the OMol25 dataset.

Each line ends with the Mulliken charge.
Atoms and positions in Å:
H -0.7926 0.6586 -1.5863  0.424
H -1.9375 -2.9747 0.9586  0.228
H -1.5743 -4.1168 -0.2304  0.250
N -1.2254 -3.3665 0.3512  -0.343
C -0.6278 1.0154 0.5472  -0.262
Br -3.8929 -0.7216 -0.0070  -0.126
C -1.2811 0.5326 -0.7170  -0.197
S 0.4048 -2.9830 -0.0610  -0.136
H -1.8205 2.7398 0.7789  0.276
H -1.2163 0.6113 1.2679  0.345
H -0.1600 2.8662 1.3369  0.320
C -0.7725 2.5175 0.5314  -1.005
C -2.4513 0.0297 -0.9108  -0.323
H -0.4927 2.8651 -0.4655  0.330
H 0.5220 0.6756 0.5378  0.219

Calculated values
- HOMO energy (spin up / spin down): -8.6 / -8.6 eV
- Kohn-Sham gap (spin up / spin down): 8.186 / 7.615 eV

***

--- B ---
The following is a quantum chemistry calculation of a molecular structure, C4H8BrNS, from the OMol25 dataset.

Each line ends with the Mulliken charge.
Atoms and positions in Å:
H 0.5616 0.1640 -1.6964  0.351
C -0.2504 -1.5065 -0.9323  -0.513
C 1.1841 1.2477 1.3700  -1.118
Br -2.6750 0.4191 0.0209  -0.084
S 0.8864 -1.3557 0.4717  -0.145
H -1.1334 -0.1290 -2.3158  0.375
H 0.6641 2.1173 1.7434  0.319
H 1.7068 0.6840 2.0422  0.430
H -1.1395 -1.8720 -0.5023  0.356
H 0.0976 -2.1490 -1.7605  0.378
H -0.4936 -0.0101 1.9463  0.368
C 0.1550 0.1780 1.0372  0.094
H 1.8297 1.5042 0.4637  0.238
N -0.9623 0.7883 -0.4452  -0.324
C -0.4312 -0.0805 -1.4429  -0.725

Calculated values
- HOMO energy: -8.9 eV
- Kohn-Sham gap: 9.616 eV

***

Which structure wins on stability? B wins.